No. 1
DFT (ωB97M-V/def2-TZVPD) results for a structure of composition C30H41BDyIN10S3.

Results
- DFT total energy (a.u.) = -4117.269162
- HOMO (alpha / beta) (Ha) = -0.4943 / -0.4938
- <S²> = 9.332
- strongest force on any atom (eV/A) = 0.37
- frontier orbital gap (alpha / beta) (eV) = 7.98 / 7.99

```
! RIJCOSX wB97M-V def2-TZVPD def2/J DEFGRID3
* xyz 2 6
Dy -0.654 0.184 0.861
C 2.524 5.990 0.488
C 1.413 5.020 0.097
C 0.441 4.902 1.266
C 0.737 5.531 -1.171
N 2.039 3.673 -0.198
C 3.402 3.445 -0.175
C 3.604 2.178 -0.581
N 2.378 1.611 -0.854
B 2.364 0.168 -1.445
N 2.613 -0.959 -0.399
C 3.130 -2.144 -0.872
C 3.289 -2.976 0.173
N 2.889 -2.300 1.309
C 2.454 -1.079 0.929
S 1.759 0.139 1.970
C 2.948 -2.988 2.662
C 1.752 -3.929 2.724
C 4.267 -3.763 2.730
C 2.926 -2.012 3.831
N 1.103 -0.079 -2.329
C 1.059 0.575 -3.540
C -0.054 0.184 -4.190
N -0.706 -0.723 -3.378
C 0.016 -0.859 -2.243
S -0.441 -1.836 -0.863
C -1.967 -1.451 -3.788
C -3.093 -1.155 -2.803
C -1.666 -2.942 -3.876
C -2.379 -0.943 -5.166
C 1.433 2.535 -0.602
S -0.301 2.335 -0.705
H 2.060 6.959 0.667
H 3.255 6.126 -0.308
H 3.033 5.697 1.406
H 0.184 5.906 1.600
H 0.900 4.374 2.104
H -0.479 4.402 0.978
H 0.309 6.512 -0.966
H -0.065 4.880 -1.510
H 1.467 5.645 -1.973
H 4.109 4.200 0.103
H 4.518 1.635 -0.729
H 3.300 0.111 -2.194
H 3.359 -2.280 -1.913
H 3.678 -3.973 0.207
H 1.777 -4.668 1.924
H 0.818 -3.368 2.648
H 1.759 -4.460 3.676
H 4.317 -4.594 2.032
H 4.361 -4.185 3.729
H 5.117 -3.103 2.560
H 1.966 -1.529 3.969
H 3.696 -1.246 3.746
H 3.140 -2.599 4.724
H 1.839 1.249 -3.842
H -0.418 0.462 -5.158
H -2.976 -1.726 -1.889
H -4.042 -1.441 -3.255
H -3.140 -0.087 -2.573
H -1.353 -3.357 -2.921
H -0.893 -3.139 -4.619
H -2.573 -3.460 -4.190
H -2.617 0.121 -5.164
H -3.281 -1.479 -5.458
H -1.623 -1.147 -5.922
I -4.190 5.277 2.512
C -3.855 3.323 2.023
C -4.780 2.350 1.713
N -4.101 1.222 1.450
N -2.769 1.389 1.593
C -2.623 2.673 1.929
H -5.855 2.376 1.668
H -4.488 0.307 1.287
H -1.639 3.089 2.086
N -5.936 -3.113 -0.532
C -5.098 -3.057 0.249
C -4.036 -2.913 1.209
C -3.866 -3.782 2.284
C -2.805 -3.565 3.145
C -1.950 -2.499 2.908
N -2.117 -1.661 1.881
C -3.138 -1.869 1.050
H -4.551 -4.605 2.435
H -2.635 -4.212 3.993
H -1.107 -2.307 3.560
H -3.244 -1.194 0.205
*
```

Atom charges from the Mulliken analysis, given in e for atoms 1 to 2:
1 Dy 0.656
2 C -2.186


No. 2
DFT (ωB97M-V/def2-TZVPD) results for a cluster of 8 separate species, C30H41ClN9O2PS in total.

Results
- DFT total energy (a.u.) = -3009.947190
- HOMO (Ha) = -0.2821
- strongest force on any atom (eV/A) = 14.58
- frontier orbital gap (eV) = 6.21

```
! RIJCOSX wB97M-V def2-TZVPD def2/J DEFGRID3
* xyz 0 1
C -3.091 -1.525 4.419
C -4.361 -0.509 4.032
P -4.939 -0.731 2.229
C -6.598 0.139 1.859
C -6.490 1.433 0.844
C -3.584 -0.342 0.946
C -2.584 0.777 1.021
C -2.574 1.805 2.286
C -1.540 1.482 3.496
C -0.287 0.492 3.159
Cl 1.259 1.454 2.644
C -1.559 0.914 -0.262
O -0.299 1.349 -0.224
C -2.174 0.517 -1.766
C -3.189 -0.606 -1.853
N -3.825 -0.990 -3.171
C -2.997 -1.877 -3.852
S -2.381 -3.216 -4.721
C -3.541 -1.341 -0.395
O -3.732 -2.665 -0.320
H -2.445 -0.949 5.233
H -2.471 -1.848 3.474
H -3.527 -2.473 4.996
H -5.259 -0.890 4.720
H -4.171 0.602 4.349
H -7.278 -0.665 1.297
H -7.223 0.439 2.823
H -5.462 1.973 1.017
H -6.623 1.073 -0.285
H -7.376 2.212 1.021
H -2.307 2.883 1.864
H -3.703 1.902 2.662
H -1.063 2.525 3.828
H -2.045 1.062 4.492
H 0.029 -0.003 4.200
H -0.520 -0.408 2.449
H -1.813 1.111 -2.708
C -6.864 1.018 7.119
C -7.064 -0.121 6.133
N -7.230 -1.067 5.315
H -7.798 1.575 7.240
H -6.558 0.621 8.090
H -6.090 1.697 6.751
C 3.011 -0.601 -0.127
C 3.868 -1.832 0.116
N 4.580 -2.854 0.318
H 3.613 0.188 -0.586
H 2.182 -0.850 -0.795
H 2.607 -0.235 0.821
C 7.710 -2.071 -1.614
C 8.449 -0.802 -2.004
N 9.063 0.251 -2.328
H 8.423 -2.831 -1.282
H 7.010 -1.860 -0.801
H 7.152 -2.456 -2.472
C 1.945 -4.658 -4.648
C 0.459 -4.341 -4.629
N -0.774 -4.077 -4.613
H 2.420 -4.169 -5.503
H 2.414 -4.301 -3.727
H 2.094 -5.739 -4.728
C -3.019 5.142 -0.869
C -4.265 4.756 -0.088
N -5.298 4.436 0.560
H -3.191 4.999 -1.939
H -2.774 6.192 -0.684
H -2.176 4.519 -0.557
C -3.326 -5.946 -1.063
C -2.961 -7.388 -0.750
N -2.659 -8.585 -0.490
H -2.495 -5.454 -1.575
H -4.209 -5.916 -1.707
H -3.542 -5.407 -0.136
C 8.988 3.567 -3.688
C 7.650 4.222 -3.988
N 6.539 4.766 -4.236
H 9.508 3.337 -4.623
H 9.608 4.241 -3.092
H 8.832 2.639 -3.130
C 12.961 3.664 -3.974
C 12.073 2.853 -4.904
N 11.337 2.180 -5.676
H 13.733 4.180 -4.552
H 12.361 4.405 -3.438
H 13.442 3.003 -3.248
*
```

Atom charges from the Mulliken analysis, given in e for atoms 1 to 2:
1 C -0.964
2 C 0.067


No. 3
DFT (ωB97M-V/def2-TZVPD) results for a structure of composition C30H41FeN2O5PS.

Results
- DFT total energy (a.u.) = -3656.863604
- HOMO (alpha / beta) (Ha) = -0.2852 / -0.2857
- <S²> = 6.009
- strongest force on any atom (eV/A) = 0.19
- frontier orbital gap (alpha / beta) (eV) = 7.36 / 7.30

```
! RIJCOSX wB97M-V def2-TZVPD def2/J DEFGRID3
* xyz 0 5
Fe -0.679 1.528 2.650
O -1.866 3.740 5.606
C -1.433 2.899 4.863
O -1.024 3.123 3.627
C -1.325 1.385 5.322
O -1.576 1.082 6.464
O -0.967 0.562 4.373
S -5.893 -1.544 -0.157
C -4.680 -0.568 0.713
C -4.307 0.680 0.228
C -3.281 1.351 0.864
N -2.626 0.844 1.912
C -3.052 -0.309 2.434
C -4.080 -1.046 1.866
C -4.811 -2.245 -1.387
C -3.574 -2.789 -1.058
C -2.817 -3.362 -2.065
N -3.206 -3.439 -3.337
C -4.395 -2.924 -3.635
C -5.229 -2.312 -2.707
H -4.798 1.109 -0.635
H -2.953 2.323 0.516
H -2.535 -0.627 3.333
H -4.385 -1.986 2.303
H -3.209 -2.775 -0.040
H -1.850 -3.797 -1.834
H -4.700 -2.992 -4.674
H -6.181 -1.898 -3.011
O 0.697 0.823 1.409
P 1.535 0.413 0.215
C 1.715 -1.396 0.095
C 0.371 -2.152 0.168
C -0.185 -2.278 1.586
C 0.837 -2.857 2.558
C 2.119 -2.032 2.542
C 2.699 -1.975 1.131
C 0.816 1.097 -1.313
C -0.713 1.229 -1.197
C -1.291 1.649 -2.542
C -1.092 0.551 -3.601
C 0.090 -0.365 -3.264
C 1.242 0.419 -2.642
C 3.183 1.137 0.409
C 4.194 0.759 -0.684
C 5.455 1.602 -0.508
C 5.163 3.093 -0.768
C 3.678 3.427 -0.591
C 3.079 2.677 0.594
H 2.142 -1.560 -0.900
H 0.555 -3.156 -0.230
H -0.372 -1.694 -0.488
H -1.084 -2.900 1.561
H -0.491 -1.298 1.949
H 1.068 -3.891 2.276
H 0.418 -2.883 3.565
H 2.858 -2.465 3.219
H 1.904 -1.024 2.909
H 2.934 -2.995 0.808
H 3.644 -1.430 1.119
H 1.207 2.121 -1.314
H -0.941 1.966 -0.427
H -1.176 0.292 -0.872
H -0.798 2.575 -2.856
H -2.351 1.888 -2.437
H -0.930 1.012 -4.577
H -1.996 -0.054 -3.692
H 0.429 -0.885 -4.161
H -0.232 -1.147 -2.571
H 1.561 1.196 -3.342
H 2.108 -0.231 -2.509
H 3.530 0.706 1.355
H 3.780 0.939 -1.679
H 4.429 -0.306 -0.629
H 6.244 1.247 -1.171
H 5.823 1.461 0.513
H 5.477 3.366 -1.777
H 5.757 3.704 -0.085
H 3.131 3.172 -1.504
H 3.548 4.501 -0.453
H 2.045 2.985 0.768
H 3.617 2.957 1.502
*
```

Atom charges from the Mulliken analysis, given in e for atoms 1 to 2:
1 Fe 0.841
2 O -0.605


What did the first record say?
DFT (ωB97M-V/def2-TZVPD) results for a structure of composition C30H41BDyIN10S3.

Results
- DFT total energy (a.u.) = -4117.269162
- HOMO (alpha / beta) (Ha) = -0.4943 / -0.4938
- <S²> = 9.332
- strongest force on any atom (eV/A) = 0.37
- frontier orbital gap (alpha / beta) (eV) = 7.98 / 7.99

```
! RIJCOSX wB97M-V def2-TZVPD def2/J DEFGRID3
* xyz 2 6
Dy -0.654 0.184 0.861
C 2.524 5.990 0.488
C 1.413 5.020 0.097
C 0.441 4.902 1.266
C 0.737 5.531 -1.171
N 2.039 3.673 -0.198
C 3.402 3.445 -0.175
C 3.604 2.178 -0.581
N 2.378 1.611 -0.854
B 2.364 0.168 -1.445
N 2.613 -0.959 -0.399
C 3.130 -2.144 -0.872
C 3.289 -2.976 0.173
N 2.889 -2.300 1.309
C 2.454 -1.079 0.929
S 1.759 0.139 1.970
C 2.948 -2.988 2.662
C 1.752 -3.929 2.724
C 4.267 -3.763 2.730
C 2.926 -2.012 3.831
N 1.103 -0.079 -2.329
C 1.059 0.575 -3.540
C -0.054 0.184 -4.190
N -0.706 -0.723 -3.378
C 0.016 -0.859 -2.243
S -0.441 -1.836 -0.863
C -1.967 -1.451 -3.788
C -3.093 -1.155 -2.803
C -1.666 -2.942 -3.876
C -2.379 -0.943 -5.166
C 1.433 2.535 -0.602
S -0.301 2.335 -0.705
H 2.060 6.959 0.667
H 3.255 6.126 -0.308
H 3.033 5.697 1.406
H 0.184 5.906 1.600
H 0.900 4.374 2.104
H -0.479 4.402 0.978
H 0.309 6.512 -0.966
H -0.065 4.880 -1.510
H 1.467 5.645 -1.973
H 4.109 4.200 0.103
H 4.518 1.635 -0.729
H 3.300 0.111 -2.194
H 3.359 -2.280 -1.913
H 3.678 -3.973 0.207
H 1.777 -4.668 1.924
H 0.818 -3.368 2.648
H 1.759 -4.460 3.676
H 4.317 -4.594 2.032
H 4.361 -4.185 3.729
H 5.117 -3.103 2.560
H 1.966 -1.529 3.969
H 3.696 -1.246 3.746
H 3.140 -2.599 4.724
H 1.839 1.249 -3.842
H -0.418 0.462 -5.158
H -2.976 -1.726 -1.889
H -4.042 -1.441 -3.255
H -3.140 -0.087 -2.573
H -1.353 -3.357 -2.921
H -0.893 -3.139 -4.619
H -2.573 -3.460 -4.190
H -2.617 0.121 -5.164
H -3.281 -1.479 -5.458
H -1.623 -1.147 -5.922
I -4.190 5.277 2.512
C -3.855 3.323 2.023
C -4.780 2.350 1.713
N -4.101 1.222 1.450
N -2.769 1.389 1.593
C -2.623 2.673 1.929
H -5.855 2.376 1.668
H -4.488 0.307 1.287
H -1.639 3.089 2.086
N -5.936 -3.113 -0.532
C -5.098 -3.057 0.249
C -4.036 -2.913 1.209
C -3.866 -3.782 2.284
C -2.805 -3.565 3.145
C -1.950 -2.499 2.908
N -2.117 -1.661 1.881
C -3.138 -1.869 1.050
H -4.551 -4.605 2.435
H -2.635 -4.212 3.993
H -1.107 -2.307 3.560
H -3.244 -1.194 0.205
*
```

Atom charges from the Mulliken analysis, given in e for atoms 1 to 2:
1 Dy 0.656
2 C -2.186